[1]
Formula: C21H21N4O5PS3Sn
Source: OMol25
Level of theory: ωB97M-V with the def2-TZVPD basis set

Output
* lowest unoccupied orbital energy (alpha / beta): 4.171 / 4.172 eV
* HOMO-LUMO gap (alpha / beta): 4.43 / 4.13 eV
* energy above the lowest of the compared OMol25 structures with the same formula, charge and spin: 0.2841 eV
* net charge: -2
* E_HOMO (alpha / beta): -0.26 / 0.04 eV
* electronic energy: -85943.0105 eV

Last column: Löwdin charge in e.
Atoms and positions in Å:
Sn -0.65 -0.83 1.20  1.063
O -0.32 -2.38 3.38  -0.295
N 0.28 -3.51 3.20  -0.255
C 1.07 -3.99 4.19  -0.042
C 1.74 -5.18 4.09  -0.097
C 1.59 -5.93 2.92  -0.116
C 0.79 -5.43 1.92  -0.118
C 0.12 -4.19 2.02  -0.683
S -0.82 -3.56 0.73  0.554
H 1.12 -3.34 5.05  0.127
H 2.37 -5.51 4.90  0.091
H 2.10 -6.87 2.79  0.093
H 0.66 -5.97 0.99  0.093
C 2.60 4.30 4.15  -0.103
C 1.83 4.65 2.90  -0.344
O 0.50 4.13 2.98  -0.365
P 0.07 2.85 2.09  -0.236
S -1.73 2.30 2.64  0.126
S 1.53 1.50 2.03  0.163
O 0.03 3.57 0.63  -0.364
C -0.28 2.72 -0.49  -0.337
C -0.46 3.58 -1.72  -0.070
H 3.58 4.79 4.15  0.066
H 2.75 3.22 4.20  0.045
H 2.05 4.62 5.04  0.070
H 2.33 4.26 2.01  0.082
H 1.73 5.73 2.79  0.108
H -1.19 2.16 -0.27  0.080
H 0.54 2.00 -0.63  0.079
H -1.29 4.27 -1.58  0.072
H -0.67 2.94 -2.58  0.075
H 0.45 4.15 -1.92  0.073
O 1.01 -0.22 -5.95  -0.102
N -0.23 -0.21 -5.69  -0.409
O -1.08 -0.10 -6.63  -0.122
C -0.67 -0.31 -4.39  -0.128
C -2.07 -0.29 -4.19  0.010
C -2.62 -0.39 -2.92  -0.184
C -4.00 -0.38 -2.64  -0.045
C -4.45 -0.48 -1.34  -0.097
C -3.53 -0.58 -0.29  -0.174
N -2.23 -0.60 -0.52  -0.085
C -1.74 -0.51 -1.79  -0.195
C -0.35 -0.55 -1.95  -0.186
N 0.39 -0.67 -0.79  -0.127
C 1.75 -0.71 -0.89  -0.215
C 2.39 -0.63 -2.08  -0.097
C 1.64 -0.50 -3.29  -0.032
C 0.25 -0.45 -3.25  -0.065
H -2.70 -0.20 -5.06  0.099
H -4.69 -0.30 -3.47  0.103
H -5.51 -0.46 -1.11  0.081
H -3.85 -0.63 0.75  0.099
H 2.29 -0.78 0.05  0.079
H 3.47 -0.65 -2.11  0.084
H 2.12 -0.44 -4.25  0.073

[2]
Formula: C21H21N5OS
Source: OMol25
Level of theory: ωB97M-V with the def2-TZVPD basis set

Output
* lowest unoccupied orbital energy: -0.675 eV
* HOMO-LUMO gap: 7.87 eV
* energy above the lowest of the compared OMol25 structures with the same formula, charge and spin: 0.0302 eV
* net charge: 0
* E_HOMO: -8.54 eV
* electronic energy: -42451.7922 eV

Last column: Löwdin charge in e.
Atoms and positions in Å:
O 0.02 2.73 1.04  0.081
C 0.36 1.58 0.84  -0.390
N 1.62 1.16 0.63  -0.034
C 1.79 -0.27 0.53  -0.083
H 2.52 -0.61 1.27  0.130
C 0.39 -0.85 0.78  -0.175
C -0.12 -1.74 -0.35  -0.074
H 0.66 -2.35 -0.80  0.125
H -0.90 -2.41 0.03  0.108
C -0.71 -0.72 -1.34  -0.240
N -1.26 0.36 -0.52  -0.006
C -2.69 0.45 -0.26  -0.149
C -2.90 -0.10 1.14  -0.142
H -2.92 -1.20 1.13  0.102
H -3.82 0.26 1.60  0.110
C -1.65 0.40 1.86  -0.087
H -1.79 1.44 2.16  0.118
H -1.38 -0.19 2.73  0.118
C -0.56 0.36 0.77  -0.299
H -2.95 1.52 -0.27  0.127
H -3.27 -0.05 -1.03  0.109
C -1.65 -1.29 -2.37  -0.170
C -1.53 -0.87 -3.67  0.048
C -2.41 -1.39 -4.63  -0.350
N -2.44 -1.11 -5.94  -0.246
S -3.63 -1.97 -6.61  1.006
N -4.16 -2.73 -5.30  -0.246
C -3.42 -2.34 -4.26  -0.363
C -3.52 -2.75 -2.92  -0.001
C -2.65 -2.22 -2.01  -0.036
H -2.73 -2.53 -0.98  0.105
H -4.28 -3.46 -2.63  0.116
H -0.78 -0.15 -3.97  0.126
H 0.14 -0.27 -1.88  0.145
H 0.37 -1.37 1.74  0.146
H 2.16 -0.53 -0.47  0.128
C 2.76 2.05 0.63  -0.091
C 3.54 1.92 1.91  -0.191
C 4.81 1.38 1.96  -0.114
N 5.50 1.22 3.07  0.058
C 4.95 1.60 4.21  -0.155
C 3.68 2.16 4.29  -0.054
C 2.96 2.32 3.11  -0.011
H 1.97 2.74 3.12  0.118
H 3.27 2.46 5.24  0.101
H 5.55 1.45 5.09  0.102
H 5.31 1.05 1.05  0.113
H 2.36 3.06 0.52  0.135
H 3.40 1.81 -0.23  0.130

[3]
Formula: C21H21N9O3PReS
Source: OMol25
Level of theory: ωB97M-V with the def2-TZVPD basis set

Output
* lowest unoccupied orbital energy (alpha / beta): -10.095 / -10.689 eV
* HOMO-LUMO gap (alpha / beta): 6.01 / 5.31 eV
* energy above the lowest of the compared OMol25 structures with the same formula, charge and spin: 1.5875 eV
* net charge: +3
* multiplicity: 4
* E_HOMO (alpha / beta): -16.10 / -16.00 eV
* electronic energy: -63894.7967 eV

Last column: Löwdin charge in e.
Atoms and positions in Å:
Re 0.11 -1.06 0.39  1.576
C 2.89 0.76 4.81  0.013
N 2.55 -0.06 3.68  -0.099
C 3.36 -1.00 3.13  0.012
C 2.72 -1.49 2.03  -0.064
N 1.52 -0.86 1.91  -0.114
C 1.43 0.02 2.94  -0.400
P 0.04 1.20 3.22  1.241
C 0.05 1.80 1.48  -0.419
N 0.07 1.00 0.40  -0.160
C 0.04 1.81 -0.69  -0.070
C 0.01 3.11 -0.27  0.016
N 0.01 3.09 1.09  -0.097
C -0.04 4.23 1.96  0.012
C -1.31 -0.03 2.90  -0.399
N -1.34 -0.91 1.88  -0.111
C -2.51 -1.60 1.99  -0.067
C -3.19 -1.12 3.07  0.012
N -2.43 -0.15 3.62  -0.099
C -2.83 0.66 4.75  0.014
H 3.39 1.67 4.49  0.120
H 3.56 0.22 5.47  0.119
H 1.99 1.04 5.37  0.089
H 4.31 -1.26 3.55  0.154
H 3.06 -2.24 1.33  0.128
H 0.05 1.44 -1.70  0.124
H -0.02 4.02 -0.84  0.152
H -0.05 5.14 1.36  0.118
H 0.84 4.26 2.60  0.109
H -0.93 4.20 2.58  0.109
H -2.79 -2.38 1.30  0.126
H -4.14 -1.42 3.47  0.154
H -3.33 1.57 4.42  0.120
H -1.96 0.94 5.35  0.091
H -3.52 0.09 5.37  0.119
O 1.24 -10.13 0.94  -0.116
S -0.18 -10.32 1.12  0.545
O -0.83 -9.49 2.08  -0.133
O -0.80 -11.54 0.71  -0.096
C -0.37 -9.22 -0.46  -0.361
N -0.29 -9.78 -1.62  0.155
C -0.18 -9.01 -2.68  -0.040
C -0.13 -7.62 -2.53  0.054
C -0.23 -7.11 -1.23  -0.194
N -0.35 -7.96 -0.20  0.144
C -0.17 -5.68 -0.85  -0.072
C -0.05 -4.63 -1.76  0.053
C 0.07 -3.34 -1.28  -0.103
N 0.07 -3.04 0.03  -0.195
C -0.06 -4.05 0.90  -0.090
C -0.19 -5.36 0.51  0.060
H -0.12 -9.50 -3.64  0.136
H -0.02 -6.99 -3.40  0.113
H -0.04 -4.80 -2.83  0.131
H 0.20 -2.52 -1.98  0.124
H -0.04 -3.77 1.95  0.125
H -0.31 -6.15 1.25  0.134

[4]
Formula: C21H22BrN3PtS2
Source: OMol25
Level of theory: ωB97M-V with the def2-TZVPD basis set

Output
* lowest unoccupied orbital energy: -0.004 eV
* HOMO-LUMO gap: 7.08 eV
* net charge: 0
* E_HOMO: -7.09 eV
* electronic energy: -121565.5629 eV

Last column: Löwdin charge in e.
Atoms and positions in Å:
Pt -0.01 -0.40 -1.18  0.735
C -0.79 -0.88 2.01  -0.081
N 0.17 0.01 1.37  -0.245
C -0.24 1.40 1.43  -0.166
C 0.39 2.18 0.29  -0.166
N -0.15 1.76 -1.04  -0.296
C 0.70 2.31 -2.12  -0.093
C -1.53 2.25 -1.20  -0.292
C -1.79 3.61 -1.10  -0.040
C -3.07 4.11 -1.27  -0.085
C -4.11 3.22 -1.55  -0.088
C -3.85 1.87 -1.66  -0.115
C -2.56 1.36 -1.49  -0.611
S -2.28 -0.35 -1.66  0.598
C 1.52 -0.19 1.82  -0.280
C 1.81 -0.24 3.18  -0.034
C 3.09 -0.45 3.65  -0.091
C 4.12 -0.62 2.72  -0.095
C 3.85 -0.57 1.37  -0.123
C 2.56 -0.35 0.88  -0.575
S 2.35 -0.30 -0.88  0.604
H -1.00 -0.62 3.06  0.082
H -0.41 -1.90 1.98  0.091
H -1.73 -0.84 1.46  0.067
H 0.02 1.87 2.39  0.133
H -1.33 1.44 1.33  0.127
H 1.47 2.02 0.28  0.102
H 0.20 3.24 0.45  0.117
H 0.78 3.40 -2.03  0.091
H 0.25 2.06 -3.08  0.099
H 1.69 1.87 -2.06  0.020
H -0.98 4.30 -0.90  0.108
H -3.26 5.17 -1.19  0.100
H -5.12 3.59 -1.68  0.103
H -4.65 1.18 -1.88  0.100
H 1.00 -0.11 3.90  0.109
H 3.29 -0.49 4.71  0.099
H 5.14 -0.79 3.06  0.101
H 4.65 -0.70 0.65  0.096
Br 2.07 -5.44 0.49  0.778
C 0.83 -4.51 -0.57  -0.661
C -0.19 -5.18 -1.22  -0.096
C -1.07 -4.43 -1.99  -0.033
C -0.90 -3.07 -2.07  -0.165
N 0.09 -2.43 -1.44  -0.148
C 0.95 -3.14 -0.70  -0.190
H -0.29 -6.25 -1.13  0.110
H -1.88 -4.91 -2.52  0.115
H -1.56 -2.45 -2.67  0.040
H 1.75 -2.60 -0.22  0.045

[5]
Formula: C21H22Cl2N4O2
Source: OMol25
Level of theory: ωB97M-V with the def2-TZVPD basis set

Output
* lowest unoccupied orbital energy: 0.215 eV
* HOMO-LUMO gap: 9.11 eV
* energy above the lowest of the compared OMol25 structures with the same formula, charge and spin: 2.1964 eV
* net charge: 0
* E_HOMO: -8.89 eV
* electronic energy: -57233.7224 eV
* SMILES string: CCCCCCC#Cc1cncc(C(=O)NNC(=O)Nc2cc(Cl)cc(Cl)c2)c1

Last column: Löwdin charge in e.
Atoms and positions in Å:
C -6.20 0.13 -1.32  -0.110
C -7.12 -0.13 -0.13  -0.265
C -7.08 -1.58 0.37  -0.219
C -5.71 -2.00 0.92  -0.212
C -4.89 -2.81 -0.08  -0.211
C -3.42 -2.91 0.35  -0.199
C -2.79 -1.61 0.33  -0.012
C -2.34 -0.50 0.28  0.020
C -1.79 0.81 0.23  -0.204
C -2.63 1.93 0.22  -0.078
N -2.18 3.17 0.18  0.083
C -0.88 3.36 0.15  -0.071
C 0.06 2.32 0.15  -0.106
C 1.50 2.68 0.12  -0.435
O 1.95 3.73 0.54  0.067
N 2.30 1.77 -0.49  0.094
N 3.69 2.00 -0.48  0.095
C 4.50 0.90 -0.32  -0.503
O 4.05 -0.23 -0.41  0.077
N 5.81 1.24 -0.14  0.140
C 6.92 0.40 -0.06  -0.214
C 8.17 0.99 0.09  -0.055
C 9.30 0.18 0.18  -0.673
Cl 10.84 0.92 0.37  0.690
C 9.21 -1.20 0.13  -0.141
C 7.95 -1.76 -0.02  -0.662
Cl 7.81 -3.48 -0.09  0.700
C 6.80 -0.99 -0.11  -0.037
C -0.41 1.02 0.20  0.048
H -6.44 -0.53 -2.15  0.075
H -5.15 -0.03 -1.05  0.047
H -6.31 1.16 -1.66  0.071
H -8.14 0.11 -0.42  0.102
H -6.84 0.53 0.69  0.105
H -7.83 -1.67 1.16  0.104
H -7.38 -2.25 -0.43  0.109
H -5.85 -2.61 1.82  0.112
H -5.15 -1.11 1.21  0.103
H -4.93 -2.34 -1.06  0.104
H -5.31 -3.82 -0.17  0.115
H -3.36 -3.32 1.37  0.123
H -2.88 -3.58 -0.32  0.119
H -3.70 1.81 0.24  0.114
H -0.54 4.39 0.13  0.123
H 2.07 0.81 -0.70  0.137
H 3.88 2.91 -0.07  0.142
H 6.03 2.23 -0.10  0.149
H 8.27 2.06 0.14  0.109
H 10.09 -1.81 0.20  0.103
H 5.84 -1.45 -0.23  0.098
H 0.25 0.17 0.24  0.127

[6]
Formula: C21H22Cl30F3N3O5
Source: OMol25
Level of theory: ωB97M-V with the def2-TZVPD basis set

Output
* lowest unoccupied orbital energy: -2.283 eV
* HOMO-LUMO gap: 6.27 eV
* net charge: 0
* E_HOMO: -8.56 eV
* electronic energy: -420651.4933 eV

Last column: Löwdin charge in e.
Atoms and positions in Å:
N -0.54 0.64 1.37  -0.044
C -2.01 0.46 0.94  -0.243
C -2.41 1.70 -0.08  -0.107
C -3.36 1.19 -1.36  0.044
C -2.68 0.12 -2.46  0.045
C -1.13 -0.43 -2.35  -0.138
O -0.98 -1.88 -2.51  -0.040
C 0.35 -2.19 -3.13  -0.209
F 0.70 -3.65 -2.97  0.035
F 1.46 -1.42 -2.50  0.032
F 0.35 -1.96 -4.62  -0.047
C -3.60 -0.38 -3.72  0.062
C -3.10 -1.44 -4.90  -0.248
O -2.52 -1.05 -6.05  -0.031
O -3.40 -2.88 -4.63  -0.001
C -5.16 0.19 -3.90  -0.114
N -6.07 -0.19 -5.06  0.046
C -5.68 1.24 -2.75  0.113
N -4.80 1.68 -1.56  0.047
C -5.48 2.70 -0.62  -0.436
O -4.95 3.91 -0.39  -0.081
O -6.79 2.36 0.01  -0.213
H -0.47 1.24 2.22  0.032
H 0.01 1.10 0.60  -0.042
H -2.67 0.42 1.92  0.083
H -2.07 -0.58 0.37  0.114
H -1.46 2.28 -0.50  0.115
H -2.98 2.50 0.60  0.130
H -0.53 0.10 -3.24  0.164
H -0.57 -0.13 -1.37  0.112
H -3.95 -2.95 -3.77  0.084
H -6.69 0.64 -5.29  0.110
H -5.52 -0.42 -5.91  0.095
H -6.79 1.67 -2.88  0.159
C 2.48 3.04 0.14  -1.527
Cl 3.73 2.08 0.94  0.505
Cl 1.58 2.04 -1.02  0.558
Cl 1.38 3.74 1.33  0.548
H 2.96 3.85 -0.41  -0.040
C 1.13 -4.19 -7.66  -1.518
Cl 2.63 -3.32 -8.00  0.520
Cl -0.13 -3.06 -7.11  0.582
Cl 0.58 -5.08 -9.09  0.520
H 1.32 -4.91 -6.86  0.021
C -2.85 -0.56 5.43  -1.517
Cl -2.05 0.83 4.68  0.537
Cl -4.01 -1.29 4.30  0.525
Cl -1.66 -1.76 5.95  0.500
H -3.40 -0.21 6.31  0.021
C 1.57 -2.40 8.89  -1.508
Cl 3.07 -1.53 8.54  0.533
Cl 0.31 -1.28 9.44  0.507
Cl 1.02 -3.29 7.45  0.510
H 1.76 -3.12 9.69  0.022
C 5.29 -0.04 5.92  -1.536
Cl 4.79 -0.08 4.22  0.515
Cl 6.99 -0.50 6.08  0.494
Cl 5.01 1.56 6.62  0.508
H 4.68 -0.77 6.47  -0.041
C 10.70 0.06 4.75  -1.533
Cl 12.25 -0.52 4.11  0.518
Cl 10.05 -1.08 5.94  0.486
Cl 10.90 1.67 5.47  0.517
H 10.00 0.14 3.92  0.019
C -8.07 -3.21 -3.32  -1.518
Cl -6.44 -2.97 -2.66  0.538
Cl -8.89 -1.65 -3.53  0.518
Cl -7.99 -4.08 -4.86  0.524
H -8.64 -3.81 -2.62  0.021
C 2.14 2.23 10.77  -1.526
Cl 3.69 1.80 10.04  0.493
Cl 0.86 2.27 9.55  0.504
Cl 1.73 1.09 12.07  0.508
H 2.23 3.23 11.21  0.018
C 7.14 4.32 -0.47  -1.518
Cl 5.44 4.14 -0.92  0.536
Cl 7.78 5.87 -1.04  0.526
Cl 7.34 4.17 1.29  0.523
H 7.71 3.52 -0.95  0.022
C -0.51 -0.39 -10.01  -1.542
Cl 0.99 0.48 -10.36  0.511
Cl -1.77 0.74 -9.47  0.512
Cl -1.06 -1.27 -11.45  0.511
H -0.32 -1.10 -9.21  -0.032